(1)
Entry from the Open Molecules 2025 dataset: a cluster of 40 separate species, H80O40 in total at a distorted geometry (the ωB97M-V functional and the def2-TZVPD basis).

As for the total energy: -3057.10909 a.u. The spin multiplicity is 1. The value obtained for the lowest unoccupied orbital energy is -0.84 eV. The HOMO energy comes out at -10.6 eV. The calculation puts the frontier orbital gap at 9.729 eV. Its energy relative to the best compared isomer or geometry (same formula, charge and spin) is 17.640 eV. Its total charge is 0.

Last column: Löwdin charge in e.
Atoms and positions in Å:
H: 1.0768 1.1174 0.9260  0.025
H: 2.3353 1.1147 1.8090  0.003
O: 1.9219 1.5981 1.1011  -0.069
H: 5.7396 0.2108 -3.7734  0.138
H: 4.7510 0.7105 -2.8044  -0.183
O: 4.9850 0.9105 -3.5654  -0.002
H: 0.3969 -2.4859 5.1820  -0.031
H: -0.9681 -2.0781 5.4083  0.133
O: -0.3936 -2.7133 4.7756  -0.083
H: 3.2575 2.6217 -3.9151  0.001
H: 2.0880 1.5866 -4.3375  0.094
O: 2.4095 2.3356 -3.7407  -0.048
H: -3.0887 1.2702 1.9952  -0.017
H: -3.4421 0.8526 3.3594  0.028
O: -2.8273 0.5810 2.6601  -0.080
H: 1.4851 5.5253 -0.4235  -0.021
O: 1.3284 5.2403 0.4182  0.008
H: -5.9402 -2.3854 -1.5383  0.143
O: -5.5209 -3.1107 -0.8112  -0.145
H: -2.7685 -5.9763 -0.8866  0.072
H: -1.3101 -5.6331 -1.3627  -0.015
O: -1.7971 -6.0683 -0.5939  -0.128
H: -0.6050 3.8810 0.8911  0.150
H: 0.3428 2.6325 0.9641  -0.116
O: -0.4644 2.8493 1.2057  -0.066
H: -0.4179 -2.3288 -2.2382  -0.035
H: -1.7180 -2.5001 -1.2155  0.137
O: -1.3450 -2.3640 -2.1781  -0.056
H: 4.6169 -2.6084 0.0857  -0.010
H: 5.8531 -2.9729 0.9548  0.125
O: 5.3573 -2.1315 0.5491  -0.110
H: 1.5640 -3.7573 3.8928  0.026
O: 1.4206 -4.3150 3.1488  0.019
H: -5.6214 0.7738 0.1357  0.066
H: -6.7624 -0.1344 0.6857  0.107
O: -6.6155 0.4854 -0.1457  -0.156
H: -3.8909 3.0077 2.9478  0.060
H: -5.0352 2.1542 2.5083  0.061
O: -4.7858 2.7311 3.3306  -0.100
H: 1.5823 -2.5916 -4.3510  0.099
H: 0.9039 -3.6173 -3.3155  0.041
O: 1.4536 -2.7899 -3.3828  -0.066
H: -2.8743 2.5865 -0.0768  0.094
H: -3.3414 0.9734 0.0748  0.078
O: -3.4992 1.9070 0.3313  -0.092
H: -4.6030 0.8907 -3.9674  0.087
H: -5.0944 1.6150 -2.7949  -0.043
O: -5.0508 1.7658 -3.6939  -0.047
H: 4.8848 2.6728 1.9506  0.086
H: 5.0683 1.8208 0.5348  0.012
O: 5.4535 2.0810 1.3697  -0.057
H: 4.4045 -0.3725 2.5586  0.033
O: 3.7617 0.2954 2.7223  -0.017
H: 3.3688 -5.3770 -1.1773  0.090
H: 3.2660 -4.6751 0.1875  0.083
O: 3.6713 -4.5627 -0.7264  -0.084
H: -0.6571 6.3956 -0.8797  -0.073
O: -1.5211 6.2612 -0.7466  -0.042
H: -0.9257 -4.4291 -3.0903  -0.072
H: -0.9141 -5.9067 -3.4183  0.109
O: -0.5823 -5.1966 -2.8346  0.003
H: 0.1493 -0.0422 0.0091  0.035
H: -0.7389 0.6456 1.1825  0.096
O: -0.8199 0.1694 0.2353  -0.143
H: 3.8087 1.0175 -0.9410  0.034
H: 4.1456 -0.2063 -0.2500  0.044
O: 4.1646 0.1494 -1.1655  -0.049
H: 1.1985 -0.8185 -2.3636  -0.009
H: 1.0567 0.4674 -3.2309  0.044
O: 0.6024 -0.1211 -2.5996  -0.018
H: 1.6871 1.2870 -1.0276  -0.017
H: 1.4274 2.5674 -1.8370  -0.019
O: 1.6012 2.2038 -1.0163  -0.024
H: 2.0211 -1.5188 -0.9835  -0.015
H: 2.4660 -2.9265 -0.6368  0.073
O: 2.6076 -1.9452 -0.3979  -0.052
H: 0.5492 0.5934 6.3879  -0.038
H: 1.6446 1.5210 5.7642  0.085
O: 1.2293 1.1614 6.6647  -0.090
H: 0.8313 -2.3126 1.1433  -0.096
H: 1.0392 -1.2558 2.0857  0.038
O: 0.7059 -1.5072 1.2499  0.064
H: 0.4903 2.7339 2.9552  0.003
H: 0.8074 3.1020 4.4107  0.004
O: 1.1363 2.6368 3.6671  -0.064
H: 0.7440 0.6950 4.1507  -0.075
H: -0.0209 -0.5366 3.6753  0.096
O: 0.2973 0.0063 4.5042  -0.064
H: 4.8402 -2.0461 -2.0255  0.059
O: 4.5929 -2.8428 -2.6402  -0.110
H: -3.6513 -2.7084 2.1413  0.099
H: -3.8397 -3.3656 0.6991  0.008
O: -4.1886 -3.4648 1.6311  -0.143
H: 4.3118 1.0530 2.8288  0.009
H: 2.1234 4.8019 0.7333  0.060
H: -1.6824 5.2479 -1.0373  0.109
H: -5.1755 -3.7397 -1.4870  0.019
H: 1.2008 -5.1458 3.2431  -0.048
H: 4.2017 -3.3025 -1.8798  -0.052
O: 1.1029 -5.1591 0.8535  0.059
H: 1.3876 -5.9039 1.1238  -0.055
H: 0.3538 -4.9147 0.3527  0.039
O: -1.4694 4.1079 -3.8886  -0.036
H: -1.5437 3.3745 -3.3344  -0.037
H: -2.4060 4.2864 -4.1740  0.093
O: 1.5723 4.6331 -4.1254  -0.092
H: 1.4412 4.8879 -3.2374  -0.020
H: 0.6364 4.2340 -4.4050  0.086
O: -5.9458 3.0595 0.3839  -0.102
H: -6.3394 2.8318 -0.5690  0.114
H: -5.2185 2.5009 0.5151  -0.102
O: -3.1483 -3.8843 -3.6646  -0.010
H: -2.9037 -3.0316 -3.3771  -0.014
H: -3.8929 -3.6562 -4.1653  0.018
O: -0.6194 4.3961 4.0928  0.010
H: -1.3127 4.3811 3.4708  0.024
H: -0.5803 5.2935 4.3358  0.040
O: -1.2383 2.2131 -1.2770  -0.081
H: -1.2030 1.2463 -1.4914  0.054
H: -0.6042 2.4771 -1.9417  0.012

=====

(2)
Entry from the Open Molecules 2025 dataset: a cluster of 12 separate species, C28H81NO24 in total at a distorted geometry (the ωB97M-V functional and the def2-TZVPD basis).

As for the total energy: -2975.58608 a.u. The spin multiplicity is 1. The value obtained for the lowest unoccupied orbital energy is 0.37 eV. The HOMO energy comes out at -9.2 eV. The calculation puts the frontier orbital gap at 9.561 eV. Its energy relative to the best compared isomer or geometry (same formula, charge and spin) is 4.351 eV. Its total charge is 0. Its structure (SMILES) is COCCNCCOC.OCCO.OCCO.OCCO.OCCO.OCCO.OCCO.OCCO.OCCO.OCCO.OCCO.OCCO.

Last column: Löwdin charge in e.
Atoms and positions in Å:
C: 7.3111 0.4932 -1.1130  -0.084
O: 6.2034 1.3633 -1.1902  -0.219
C: 6.1312 2.2585 -2.2779  -0.188
C: 5.4856 1.5075 -3.4984  -0.185
N: 4.1108 1.1165 -3.1333  -0.046
C: 3.6161 0.2121 -4.2078  -0.179
C: 2.1115 -0.0082 -3.9860  -0.204
O: 1.8514 -0.5011 -2.6926  -0.210
C: 2.1573 -1.8688 -2.5456  -0.087
H: 8.2245 1.0875 -1.0523  0.095
H: 7.3797 -0.2196 -1.9424  0.090
H: 7.1927 -0.1353 -0.2312  0.086
H: 7.0679 2.6453 -2.6901  0.124
H: 5.4283 3.0373 -1.9839  0.114
H: 6.1509 0.6680 -3.7283  0.109
H: 5.5475 2.2339 -4.3104  0.123
H: 4.2114 0.5629 -2.2878  0.107
H: 4.2059 -0.7101 -4.1449  0.112
H: 3.7804 0.5321 -5.2375  0.125
H: 1.8393 -0.6787 -4.8074  0.119
H: 1.5951 0.9315 -4.1601  0.128
H: 3.2373 -2.0550 -2.6152  0.084
H: 1.7756 -2.4088 -3.4226  0.098
H: 1.8897 -2.4019 -1.6364  0.082
O: -0.0797 3.2963 2.8243  -0.140
C: 0.3146 3.8555 4.0837  -0.192
C: 1.3072 5.0007 3.9372  -0.228
O: 1.8388 5.1170 5.2546  -0.068
H: -0.4515 2.4121 2.9639  0.034
H: -0.5757 4.1976 4.6177  0.132
H: 0.8496 2.9990 4.5059  0.117
H: 0.7452 5.8469 3.5268  0.121
H: 2.1270 4.7684 3.2538  0.122
H: 2.6622 5.6116 5.2409  0.085
O: 4.7468 -1.9933 -0.1300  -0.045
C: 4.0903 -2.1965 1.1037  -0.238
C: 3.5251 -0.8989 1.7204  -0.239
O: 4.5356 0.0508 1.9124  -0.054
H: 5.3111 -1.2192 -0.0249  0.053
H: 3.4483 -3.0717 1.1525  0.051
H: 4.8723 -2.4353 1.8429  0.124
H: 2.9679 -1.1262 2.6351  0.115
H: 2.7864 -0.4971 1.0154  0.106
H: 4.2281 0.9339 1.6789  0.064
O: -2.0926 0.2299 1.0982  -0.072
C: -1.9022 -0.6970 0.0712  -0.221
C: -0.5020 -1.3149 -0.1511  -0.225
O: 0.4682 -0.3023 -0.2349  -0.073
H: -1.2408 0.6105 1.3566  0.073
H: -2.6634 -1.4792 0.1132  0.116
H: -2.0924 -0.2236 -0.9043  0.090
H: -0.5770 -1.9681 -1.0229  0.105
H: -0.2622 -1.9664 0.6942  0.101
H: 0.8366 -0.1808 -1.1191  0.044
O: -1.1509 0.8229 3.5027  -0.091
C: -0.4580 0.0700 4.4842  -0.225
C: -1.1351 -0.2958 5.8063  -0.229
O: -0.2306 -0.9258 6.7054  -0.062
H: -1.7866 0.2097 3.0981  0.086
H: -0.0410 -0.8336 4.0196  0.128
H: 0.4704 0.6328 4.6621  0.115
H: -1.7767 -1.1114 5.4654  0.120
H: -1.6017 0.5577 6.2952  0.126
H: 0.4756 -0.2891 6.8759  0.087
O: -6.3837 -2.4856 2.4253  -0.055
C: -5.3587 -1.6223 1.9921  -0.246
C: -5.3583 -0.2920 2.7911  -0.194
O: -4.6332 -0.4733 4.0272  -0.100
H: -6.1049 -3.1222 3.0885  0.084
H: -4.3261 -1.9806 1.9795  0.115
H: -5.6655 -1.4310 0.9592  0.116
H: -6.3555 0.0201 3.0992  0.119
H: -4.7334 0.4413 2.2838  0.102
H: -4.9034 -1.2786 4.4782  0.072
O: -3.6136 1.4955 -1.6110  -0.101
C: -4.9201 1.8120 -1.1074  -0.192
C: -5.6754 2.5752 -2.1821  -0.244
O: -7.0512 2.7386 -1.8426  -0.062
H: -2.9622 2.1737 -1.4016  0.054
H: -5.3938 0.9266 -0.6935  0.120
H: -4.7028 2.4942 -0.2818  0.115
H: -5.6361 2.1048 -3.1736  0.115
H: -5.1597 3.5262 -2.3685  0.121
H: -7.4410 3.1266 -2.6316  0.081
O: 2.8500 3.5516 -2.4340  -0.100
C: 1.9836 3.4362 -1.2893  -0.207
C: 2.3379 2.3263 -0.3133  -0.255
O: 3.6472 2.2715 0.1591  -0.040
H: 2.9642 2.6635 -2.8038  0.027
H: 1.8908 4.4158 -0.8325  0.119
H: 1.0518 3.0868 -1.7503  0.112
H: 1.9384 1.3348 -0.5721  0.087
H: 1.5920 2.4674 0.4853  0.112
H: 4.2682 1.9233 -0.4890  0.050
O: -0.1235 -4.2183 0.5827  -0.119
C: 1.1437 -4.9042 0.4585  -0.185
C: 1.9550 -4.4234 1.6351  -0.242
O: 3.2979 -4.8458 1.4050  -0.089
H: -0.8446 -4.8507 0.3676  0.045
H: 1.0654 -5.9856 0.3699  0.124
H: 1.5521 -4.4846 -0.4623  0.114
H: 1.7030 -4.8212 2.6274  0.128
H: 1.8072 -3.3524 1.8128  0.107
H: 3.9767 -4.3527 1.8677  0.068
O: -0.9714 -1.4410 -4.4562  -0.086
C: -1.8856 -0.3959 -4.8005  -0.212
C: -3.3114 -0.8241 -4.5055  -0.228
O: -3.5245 -1.1873 -3.1436  -0.080
H: -1.0953 -1.6977 -3.5368  0.063
H: -1.5774 0.4160 -4.1358  0.122
H: -1.8064 -0.2622 -5.8769  0.125
H: -3.6478 -1.6614 -5.1167  0.124
H: -3.9745 -0.0063 -4.8129  0.117
H: -3.3762 -0.3928 -2.6106  0.050
O: -2.8006 4.3991 1.9265  -0.046
C: -2.1459 3.1966 1.5327  -0.261
C: -1.4004 3.3569 0.2226  -0.210
O: -2.2297 3.9720 -0.7757  -0.063
H: -3.1691 4.4434 2.8056  0.088
H: -1.5540 2.8755 2.3925  0.056
H: -2.9132 2.4181 1.4293  0.102
H: -0.9457 2.4350 -0.1297  0.110
H: -0.5656 4.0191 0.4816  0.114
H: -2.5254 4.7761 -0.3266  0.093
O: -4.0912 -3.8053 -1.7489  -0.062
C: -2.8107 -4.4096 -1.6952  -0.241
C: -2.9370 -5.6394 -0.8004  -0.213
O: -1.6603 -6.1878 -0.4813  -0.084
H: -4.0073 -3.0918 -2.3916  0.050
H: -2.4601 -4.7713 -2.6651  0.131
H: -2.1491 -3.6866 -1.2118  0.098
H: -3.6492 -6.3088 -1.2846  0.128
H: -3.2894 -5.2967 0.1795  0.126
H: -1.6958 -7.0885 -0.1547  0.105